{"formula": "C24H49ClGaO17Si", "method": "ωB97M-V with the def2-TZVPD basis set", "homo_energy_ev": -4.4, "homo_lumo_gap_ev": 6.1, "fmax_ev_per_a": 8.57, "mol_weight_g_mol": 742.90, "total_charge": -1, "e_lumo_ev": 1.72, "total_energy_ev": -133261.467, "species": ["C", "Si", "C", "C", "Ga", "C", "O", "O", "C", "C", "O", "O", "C", "C", "O", "Cl", "H", "H", "H", "H", "H", "H", "H", "H", "H", "H", "H", "H", "H", "H", "H", "H", "H", "C", "C", "O", "C", "O", "O", "C", "H", "H", "H", "H", "H", "H", "H", "H", "C", "C", "O", "C", "O", "O", "C", "H", "H", "H", "H", "H", "H", "H", "H", "C", "C", "O", "C", "O", "O", "C", "H", "H", "H", "H", "H", "H", "H", "H", "C", "C", "O", "C", "O", "O", "C", "H", "H", "H", "H", "H", "H", "H", "H"], "xyz": [[-3.67, -0.31, 1.52], [-4.50, -1.23, -0.01], [-3.27, -1.12, -1.48], [-4.94, -3.08, 0.38], [-6.56, -0.11, -0.36], [-6.26, 1.94, 0.02], [-7.52, 2.64, -0.30], [-7.39, 3.41, -1.34], [-7.80, -0.75, 1.22], [-8.92, -1.85, 0.75], [-10.22, -1.54, 0.98], [-8.64, -3.17, 0.15], [-7.41, -0.46, -2.21], [-6.35, -0.67, -3.44], [-5.88, -1.91, -3.68], [-5.79, 0.83, -4.42], [-2.66, -0.82, 1.84], [-4.45, -0.18, 2.40], [-3.44, 0.80, 1.14], [-2.42, -0.34, -1.18], [-2.77, -2.19, -1.67], [-3.73, -0.73, -2.49], [-6.05, -3.12, 0.80], [-4.88, -3.67, -0.64], [-4.20, -3.57, 1.15], [-5.31, 2.37, -0.52], [-6.13, 2.02, 1.20], [-6.76, 4.16, -1.12], [-8.37, 0.21, 1.63], [-7.16, -1.16, 2.13], [-8.79, -3.12, -0.85], [-8.12, 0.44, -2.54], [-8.02, -1.49, -2.14], [1.39, 1.15, 5.25], [1.51, 1.63, 3.81], [2.27, 0.70, 3.03], [1.61, -0.42, 2.64], [0.45, -0.69, 2.89], [2.48, -1.20, 1.94], [1.93, -2.46, 1.56], [2.37, 0.94, 5.67], [0.89, 1.90, 5.86], [0.81, 0.22, 5.31], [2.05, 2.58, 3.79], [0.53, 1.81, 3.36], [0.99, -2.34, 1.02], [1.79, -3.08, 2.45], [2.65, -2.95, 0.90], [1.06, 5.20, 11.31], [2.11, 4.57, 10.41], [1.58, 4.32, 9.10], [1.48, 5.41, 8.29], [1.81, 6.55, 8.58], [0.93, 5.02, 7.12], [0.68, 6.09, 6.21], [0.15, 4.59, 11.32], [1.44, 5.30, 12.33], [0.77, 6.19, 10.95], [2.40, 3.59, 10.82], [3.01, 5.18, 10.35], [1.58, 6.69, 6.05], [-0.13, 6.71, 6.59], [0.37, 5.66, 5.26], [-1.16, -0.98, -5.26], [-0.77, -2.44, -5.16], [0.56, -2.65, -5.65], [1.56, -2.28, -4.81], [1.42, -1.81, -3.69], [2.74, -2.50, -5.43], [3.88, -2.06, -4.69], [-1.02, -0.61, -6.28], [-2.21, -0.84, -4.97], [-0.54, -0.35, -4.61], [-1.43, -3.04, -5.79], [-0.87, -2.82, -4.14], [3.88, -2.48, -3.68], [3.90, -0.97, -4.66], [4.78, -2.41, -5.21], [10.15, -0.09, -7.19], [9.49, -1.18, -8.01], [9.79, -2.48, -7.48], [9.08, -2.84, -6.38], [8.22, -2.16, -5.83], [9.51, -4.06, -5.98], [8.91, -4.51, -4.77], [11.22, -0.27, -7.08], [9.99, 0.89, -7.65], [9.73, -0.06, -6.17], [9.91, -1.16, -9.03], [8.41, -1.04, -8.10], [7.82, -4.48, -4.83], [9.27, -3.91, -3.93], [9.21, -5.55, -4.61]]}